Record 1
The following is a DFT calculation (ωB97M-V/def2-TZVPD) of 8 unconnected molecules or ions with the total composition C36H66O24.

Output
- Molecular weight: 882.900 g/mol
- Maximum force: 2.3 eV/A
- Total energy: -3217.0770 hartree
- Charge: 0
- Highest occupied orbital energy: -10.077 eV
- Structure (SMILES): C#C[C@]1(OCC)COC(=O)C1.CCOC(=O)OC.CCOC(=O)OC.CCOC(=O)OC.CCOC(=O)OC.CCOC(=O)OC.CCOC(=O)OC.CCOC(=O)OC
- ΔE to the lowest compared entry with this formula, charge and spin: 94.4 kJ/mol

Geometry (Å):
C1 -0.40 -0.41 1.36
C2 -1.22 -0.59 0.51
C3 -2.13 -0.98 -0.62
O1 -3.42 -0.51 -0.36
C4 -4.45 -1.39 -0.81
C5 -5.82 -0.68 -0.74
C6 -1.85 -2.49 -0.86
O2 -1.53 -2.67 -2.22
C7 -1.19 -1.51 -2.83
O3 -0.73 -1.44 -3.91
C8 -1.43 -0.35 -1.87
H1 0.51 -0.28 1.87
H2 -4.50 -2.23 -0.11
H3 -4.30 -1.79 -1.81
H4 -5.72 0.37 -0.47
H5 -6.33 -0.79 -1.69
H6 -6.44 -1.19 0.00
H7 -0.96 -2.68 -0.25
H8 -2.54 -3.23 -0.47
H9 -0.42 -0.15 -1.51
H10 -1.83 0.57 -2.27
C9 -3.70 -1.81 -7.02
C10 -3.79 -2.27 -5.58
O4 -5.15 -2.22 -5.11
C11 -5.94 -3.21 -5.51
O5 -5.62 -4.14 -6.20
O6 -7.16 -3.00 -5.01
C12 -8.14 -3.95 -5.42
H11 -4.15 -0.82 -7.13
H12 -2.65 -1.76 -7.34
H13 -4.23 -2.48 -7.69
H14 -3.21 -1.61 -4.95
H15 -3.38 -3.27 -5.46
H16 -7.80 -4.97 -5.22
H17 -8.36 -3.83 -6.48
H18 -9.04 -3.76 -4.85
C13 4.02 -3.05 -8.59
C14 4.05 -4.31 -7.75
O7 3.98 -4.02 -6.35
C15 2.76 -3.71 -5.89
O8 1.75 -3.67 -6.54
O9 2.87 -3.43 -4.60
C16 1.64 -3.00 -3.99
H19 4.80 -2.36 -8.27
H20 4.17 -3.29 -9.64
H21 3.07 -2.53 -8.49
H22 4.99 -4.84 -7.90
H23 3.24 -5.00 -8.04
H24 0.84 -3.71 -4.17
H25 1.37 -2.02 -4.36
H26 1.82 -2.94 -2.92
C17 -1.18 1.66 8.52
C18 -0.29 1.08 7.45
O10 -1.06 0.52 6.37
C19 -1.56 1.41 5.51
O11 -1.41 2.60 5.55
O12 -2.27 0.75 4.60
C20 -2.93 1.58 3.64
H27 -1.91 0.92 8.86
H28 -0.59 1.99 9.37
H29 -1.74 2.52 8.15
H30 0.29 0.25 7.86
H31 0.42 1.81 7.07
H32 -2.24 2.27 3.17
H33 -3.74 2.13 4.12
H34 -3.36 0.93 2.88
C21 -0.13 6.09 3.20
C22 -1.44 6.25 3.93
O13 -2.22 7.33 3.38
C23 -2.86 7.05 2.25
O14 -2.86 5.99 1.67
O15 -3.50 8.15 1.85
C24 -4.17 8.02 0.59
H35 0.42 7.03 3.17
H36 0.49 5.33 3.69
H37 -0.29 5.78 2.17
H38 -1.25 6.52 4.97
H39 -2.02 5.33 3.94
H40 -4.84 7.15 0.59
H41 -3.44 7.93 -0.21
H42 -4.76 8.92 0.45
C25 4.03 12.36 3.07
C26 3.82 11.86 4.48
O16 2.43 11.86 4.84
C27 1.72 10.84 4.35
O17 2.13 9.94 3.67
O18 0.45 11.00 4.75
C28 -0.45 10.02 4.23
H43 3.56 13.33 2.93
H44 5.09 12.44 2.84
H45 3.58 11.68 2.34
H46 4.31 12.53 5.18
H47 4.25 10.87 4.63
H48 -0.09 9.01 4.44
H49 -0.58 10.16 3.15
H50 -1.40 10.16 4.72
C29 4.44 -4.98 3.85
C30 3.24 -5.90 3.96
O19 2.14 -5.25 4.61
C31 1.44 -4.41 3.84
O20 1.65 -4.16 2.68
O21 0.48 -3.87 4.59
C32 -0.29 -2.88 3.90
H51 4.70 -4.57 4.82
H52 5.30 -5.51 3.44
H53 4.22 -4.13 3.19
H54 3.49 -6.75 4.59
H55 2.94 -6.28 2.99
H56 -0.68 -3.27 2.96
H57 0.31 -1.99 3.72
H58 -1.13 -2.61 4.54
C33 3.54 -7.29 -3.71
C34 4.56 -8.38 -3.50
O22 5.90 -7.87 -3.51
C35 6.28 -7.26 -2.39
O23 5.63 -7.12 -1.39
O24 7.53 -6.81 -2.57
C36 8.05 -6.06 -1.48
H59 3.77 -6.72 -4.62
H60 2.54 -7.71 -3.80
H61 3.54 -6.57 -2.89
H62 4.51 -9.10 -4.31
H63 4.37 -8.93 -2.57
H64 7.96 -6.62 -0.54
H65 7.53 -5.11 -1.40
H66 9.10 -5.88 -1.68


Record 2
The following is a DFT calculation (ωB97M-V/def2-TZVPD) of 10 unconnected molecules or ions with the total composition C36H66O30.

Output
- Molecular weight: 978.894 g/mol
- Maximum force: 5.6 eV/A
- Total energy: -3668.4446 hartree
- Charge: 0
- Highest occupied orbital energy: -10.500 eV
- Structure (SMILES): C[C@H]1COC(=O)O1.C[C@H]1COC(=O)O1.CCOC(=O)OC.CCOC(=O)OC.CCOC(=O)OC.CCOC(=O)OC.COC(=O)OC.COC(=O)OC.COC(=O)OC.O=C1OCCO1
- ΔE to the lowest compared entry with this formula, charge and spin: 478.8 kJ/mol

Geometry (Å):
C1 -2.79 -2.60 2.93
C2 -3.45 -1.71 3.94
O1 -4.16 -0.77 3.10
C3 -3.73 -0.85 1.78
O2 -4.11 -0.12 0.84
O3 -2.98 -1.89 1.66
H1 -3.30 -3.56 2.80
H2 -1.73 -2.77 3.07
H3 -2.70 -1.20 4.54
H4 -4.11 -2.19 4.67
C4 5.10 2.09 4.68
C5 3.69 1.94 4.16
C6 3.24 0.46 3.86
O4 1.99 0.40 4.53
C7 1.72 1.49 5.15
O5 0.72 1.65 5.86
O6 2.79 2.22 5.19
H5 5.42 1.23 5.27
H6 5.13 2.84 5.47
H7 5.80 2.38 3.90
H8 3.43 2.59 3.32
H9 3.93 -0.19 4.40
H10 3.23 0.28 2.79
C8 -2.72 -3.27 -2.29
C9 -3.84 -2.40 -2.96
C10 -3.64 -0.91 -2.99
O7 -4.06 -0.62 -4.28
C11 -4.17 -1.72 -5.02
O8 -4.40 -1.77 -6.23
O9 -4.00 -2.76 -4.24
H11 -1.74 -3.22 -2.76
H12 -3.02 -4.31 -2.34
H13 -2.60 -2.99 -1.24
H14 -4.72 -2.45 -2.31
H15 -2.61 -0.64 -2.76
H16 -4.33 -0.59 -2.21
C12 1.86 -3.05 4.08
O10 1.31 -4.37 4.30
C13 0.52 -5.06 3.42
O11 0.09 -6.19 3.72
O12 0.23 -4.36 2.26
C14 -0.66 -4.93 1.33
H17 2.50 -2.91 4.95
H18 1.12 -2.27 3.94
H19 2.59 -2.92 3.28
H20 -1.23 -4.35 0.60
H21 -1.44 -5.43 1.91
H22 -0.26 -5.73 0.70
C15 -5.83 3.87 -0.93
O13 -6.07 2.83 0.01
C16 -6.85 1.76 -0.24
O14 -7.29 1.41 -1.38
O15 -7.18 1.12 0.91
C17 -6.67 1.51 2.20
H23 -4.93 4.43 -0.68
H24 -6.71 4.51 -0.89
H25 -5.62 3.48 -1.93
H26 -5.61 1.78 2.16
H27 -6.66 0.62 2.84
H28 -7.16 2.40 2.60
C18 6.13 -1.25 0.97
O16 5.46 -2.36 1.54
C19 4.63 -3.14 0.76
O17 4.64 -3.04 -0.48
O18 3.98 -3.94 1.52
C20 3.22 -4.89 0.91
H29 6.88 -1.49 0.21
H30 6.55 -0.63 1.76
H31 5.44 -0.57 0.48
H32 2.67 -5.46 1.66
H33 3.81 -5.52 0.24
H34 2.37 -4.44 0.39
C21 -0.12 6.22 -3.08
C22 0.92 5.23 -2.61
O19 1.92 4.80 -3.55
C23 1.73 3.95 -4.59
O20 2.51 3.91 -5.55
O21 0.41 3.53 -4.58
C24 -0.07 2.82 -5.70
H35 0.29 7.15 -3.47
H36 -0.85 6.46 -2.30
H37 -0.75 5.90 -3.91
H38 0.38 4.39 -2.16
H39 1.37 5.79 -1.79
H40 0.37 1.83 -5.75
H41 0.17 3.19 -6.70
H42 -1.14 2.71 -5.57
C25 -1.78 1.40 3.34
C26 -1.28 2.36 2.23
O22 0.09 2.33 2.07
C27 0.69 3.11 1.19
O23 0.09 3.99 0.52
O24 2.00 2.75 1.07
C28 2.99 3.50 0.36
H43 -2.78 1.67 3.69
H44 -1.24 1.51 4.28
H45 -1.55 0.37 3.06
H46 -1.49 3.41 2.44
H47 -1.84 2.23 1.30
H48 2.41 3.95 -0.45
H49 3.66 2.79 -0.12
H50 3.62 4.19 0.90
C29 0.97 -0.77 0.74
C30 -0.23 -1.22 -0.16
O25 -1.17 -0.20 -0.40
C31 -0.91 0.84 -1.24
O26 -0.07 0.89 -2.09
O27 -1.87 1.68 -1.09
C32 -1.96 2.83 -1.92
H51 1.50 -1.66 1.06
H52 0.60 -0.14 1.55
H53 1.61 -0.14 0.13
H54 -0.76 -2.03 0.34
H55 0.02 -1.64 -1.14
H56 -2.84 3.45 -1.74
H57 -1.91 2.57 -2.98
H58 -1.11 3.45 -1.67
C33 1.59 -3.73 -2.56
C34 2.95 -3.60 -3.30
O28 3.21 -2.18 -3.33
C35 4.36 -1.68 -3.97
O29 5.20 -2.31 -4.60
O30 4.32 -0.37 -4.05
C36 3.21 0.41 -3.49
H59 1.68 -3.39 -1.53
H60 1.39 -4.79 -2.40
H61 0.78 -3.15 -2.99
H62 2.85 -3.99 -4.31
H63 3.85 -4.03 -2.86
H64 3.01 0.18 -2.44
H65 2.29 0.37 -4.08
H66 3.59 1.43 -3.44


Record 3
The following is a DFT calculation (ωB97M-V/def2-TZVPD) of 9 unconnected molecules or ions with the total composition C36H67B4FN8O6.

Output
- Molecular weight: 770.228 g/mol
- Maximum force: 10.4 eV/A
- Total energy: -2500.7107 hartree
- Charge: 0
- Highest occupied orbital energy: -10.144 eV
- Structure (SMILES): CCCCOB1OB(F)OB(B(O)O)O1.CCCC#N.CCCC#N.CCCC#N.CCCC#N.CCCC#N.CCCC#N.CCCC#N.CCCC#N

Geometry (Å):
C1 1.60 -0.29 2.61
C2 0.56 -1.51 2.26
C3 1.26 -2.95 1.91
C4 2.45 -3.41 2.94
O1 3.70 -3.50 2.17
B1 4.81 -2.76 2.78
O2 5.86 -2.23 1.84
B2 5.78 -0.75 2.06
F1 6.46 0.19 1.09
O3 5.07 -0.10 3.19
B3 4.96 -1.04 4.35
B4 4.65 -0.42 5.88
O4 5.25 0.93 6.13
O5 3.87 -1.15 6.91
O6 5.07 -2.53 4.21
H1 2.55 -0.24 1.91
H2 1.89 -0.25 3.75
H3 1.01 0.73 2.39
H4 -0.26 -1.57 3.12
H5 -0.03 -1.18 1.28
H6 1.72 -2.91 0.83
H7 0.42 -3.79 1.97
H8 2.49 -2.70 3.88
H9 2.20 -4.51 3.31
H10 4.59 1.61 5.75
H11 2.88 -0.94 6.86
C5 0.33 3.20 7.12
C6 1.62 2.80 6.40
C7 1.58 3.11 4.90
C8 0.44 2.34 4.24
N1 -0.50 1.70 3.70
H12 -0.53 2.64 6.74
H13 0.42 2.98 8.19
H14 0.13 4.27 7.00
H15 1.79 1.73 6.55
H16 2.46 3.33 6.85
H17 2.52 2.82 4.43
H18 1.43 4.18 4.73
C9 -3.41 -5.88 -0.85
C10 -1.96 -5.87 -1.31
C11 -1.07 -4.95 -0.46
C12 -1.57 -3.52 -0.57
N2 -1.99 -2.33 -0.65
H19 -3.87 -4.89 -0.95
H20 -4.00 -6.57 -1.46
H21 -3.49 -6.19 0.20
H22 -1.92 -5.57 -2.36
H23 -1.56 -6.89 -1.25
H24 -0.04 -4.99 -0.82
H25 -1.08 -5.26 0.59
C13 -3.93 0.94 -0.02
C14 -3.00 2.14 0.13
C15 -2.84 2.60 1.58
C16 -4.19 3.01 2.13
N3 -5.31 3.36 2.59
H26 -4.95 1.18 0.30
H27 -3.99 0.63 -1.07
H28 -3.57 0.09 0.57
H29 -3.38 2.97 -0.48
H30 -2.01 1.87 -0.27
H31 -2.15 3.45 1.63
H32 -2.43 1.79 2.19
C17 6.03 3.15 0.70
C18 6.96 4.35 0.85
C19 7.12 4.80 2.30
C20 5.77 5.22 2.85
N4 4.65 5.56 3.31
H33 5.01 3.39 1.02
H34 5.97 2.84 -0.35
H35 6.39 2.30 1.29
H36 6.58 5.17 0.24
H37 7.95 4.08 0.45
H38 7.81 5.65 2.35
H39 7.53 3.99 2.91
C21 -6.36 -0.70 -2.39
C22 -7.25 -1.66 -3.19
C23 -7.17 -3.10 -2.69
C24 -5.74 -3.61 -2.80
N5 -4.55 -4.03 -2.90
H40 -5.31 -0.97 -2.47
H41 -6.47 0.32 -2.77
H42 -6.64 -0.71 -1.33
H43 -6.95 -1.62 -4.25
H44 -8.28 -1.32 -3.13
H45 -7.83 -3.74 -3.28
H46 -7.49 -3.16 -1.64
C25 -1.84 -5.24 -6.09
C26 -0.83 -6.20 -6.72
C27 -1.06 -7.65 -6.31
C28 -0.93 -7.79 -4.80
N6 -0.82 -7.91 -3.55
H47 -1.77 -5.24 -5.00
H48 -1.66 -4.22 -6.43
H49 -2.87 -5.52 -6.37
H50 0.18 -5.88 -6.43
H51 -0.89 -6.12 -7.81
H52 -0.31 -8.30 -6.79
H53 -2.05 -7.99 -6.62
C29 2.15 3.75 -2.01
C30 3.16 2.80 -2.64
C31 2.94 1.34 -2.23
C32 3.06 1.20 -0.73
N7 3.17 1.09 0.53
H54 2.22 3.75 -0.92
H55 2.33 4.77 -2.35
H56 1.12 3.47 -2.29
H57 4.17 3.11 -2.35
H58 3.10 2.88 -3.73
H59 3.68 0.70 -2.72
H60 1.94 1.00 -2.54
C33 -3.94 6.52 -3.39
C34 -3.69 5.40 -4.40
C35 -3.31 4.07 -3.74
C36 -2.03 4.25 -2.94
N8 -0.96 4.40 -2.28
H61 -3.04 6.75 -2.81
H62 -4.24 7.43 -3.90
H63 -4.74 6.24 -2.69
H64 -2.90 5.72 -5.09
H65 -4.60 5.25 -5.00
H66 -3.15 3.31 -4.50
H67 -4.11 3.73 -3.07


Calculated HOMO-LUMO gap in order - 10.543 10.487 9.744 eV